This record from the OMol25 dataset describes a cluster of 2 separate species, C5H9NO2 in total. The level of theory is the ωB97M-V functional and the def2-TZVPD basis.

Element x y z (Å)
O 2.674 -0.408 0.927
C 1.884 -0.387 -0.009
N -2.258 0.138 0.646
C -2.543 -0.474 -0.492
O -1.751 -0.944 -1.320
C 2.109 -1.142 -1.211
C 0.582 0.297 0.015
C 0.477 1.392 1.044
H -3.080 0.147 1.246
H -3.627 -0.569 -0.706
H 3.044 -1.640 -1.445
H 1.281 -1.198 -1.904
H 0.154 0.415 -0.984
H -0.172 -0.529 0.267
H 1.410 1.925 1.169
H 0.172 0.945 1.983
H -0.356 2.031 0.774

Atomic forces in eV per Å
O 0.360 0.066 -0.166
C -0.078 -0.498 0.617
N 0.154 -0.406 -0.336
C 0.072 -0.197 0.543
O 0.116 0.072 -0.227
C -0.364 -0.326 -0.136
C -0.494 -0.134 -0.274
C -0.776 -0.175 -0.228
H 0.080 0.160 0.006
H -0.124 0.002 -0.158
H 0.076 0.236 0.082
H -0.017 -0.145 -0.246
H 0.412 0.819 0.112
H -0.015 -0.003 0.182
H 0.170 0.179 -0.011
H 0.301 0.025 0.285
H 0.127 0.327 -0.044

total charge = 0
gap between HOMO and LUMO = 3.63 eV
ΔE to the lowest compared entry with this formula, charge and spin = 6.9017 eV
max |F| = 0.9 eV/Å
HOMO = -8.193 eV